ORCA calculation (ωB97M-V/def2-TZVPD) on a structure of composition C23H31N3O6S at a distorted geometry.

Computed properties:
ΔE to the lowest compared entry with this formula, charge and spin = 598.39 kcal per mole
E = -51920.165 eV
E_HOMO = -7.09 eV
orbital gap = 7.15 eV

```
64
C23H31N3O6S (ωB97M-V/def2-TZVPD)
C 1.15 -5.13 2.03
C -0.46 -5.22 1.90
O -0.93 -4.54 0.75
C -0.96 -3.02 0.82
C -0.86 -2.12 2.01
C -0.74 -0.81 1.94
C -0.95 -0.13 0.74
C -1.50 -0.97 -0.46
C -1.33 -2.34 -0.50
N -1.43 -3.10 -1.54
C -1.02 -2.99 -3.02
O -1.39 -3.60 -3.94
C -0.33 -1.42 -2.95
C 0.91 -1.42 -2.28
C 1.44 -0.09 -2.42
C 1.27 0.83 -3.37
C 0.13 0.63 -4.06
C -0.53 -0.63 -4.02
H -1.56 -1.04 -4.63
H -0.11 1.19 -4.95
S 1.92 2.40 -3.50
O 3.19 2.19 -4.58
O 2.44 2.62 -2.17
N 0.97 3.32 -4.10
C -0.40 3.64 -3.13
H -0.49 2.77 -2.44
H 0.31 4.58 -2.19
H -1.08 4.05 -3.53
C 1.42 4.52 -4.87
H 1.73 5.30 -4.15
H 0.42 4.76 -5.52
H 1.98 4.16 -5.48
H 2.42 0.06 -1.79
H 1.21 -1.93 -1.50
H -1.77 -3.98 -1.45
H -1.67 -0.65 -1.37
O -1.42 1.15 0.64
C 0.27 1.73 0.64
C -0.23 3.27 0.69
H -0.53 3.48 1.56
H 0.84 3.82 0.69
H -0.71 3.56 -0.15
H 0.59 1.65 -0.38
H 0.69 1.59 1.48
N -0.59 -0.15 2.96
C -1.57 0.78 3.71
C -0.83 1.86 4.59
H -1.58 2.56 5.07
O -0.36 1.12 5.52
C 0.79 0.26 4.97
C 0.04 -0.86 4.20
H 0.84 -1.50 3.84
H -0.76 -1.52 4.92
H 1.25 -0.17 6.11
H 1.60 0.77 4.70
H 0.07 2.25 3.91
H -2.03 1.38 2.69
H -2.26 0.30 4.04
H -0.51 -2.91 2.82
H -0.46 -6.30 1.67
H -1.06 -4.82 2.75
H 1.45 -5.77 2.86
H 1.52 -5.43 1.11
H 1.53 -4.00 2.10
```

---

ORCA calculation (ωB97M-V/def2-TZVPD) on a cluster of 3 separate species, C23H32BN3O12P in total at a distorted geometry.

Computed properties:
E = -63369.251 eV
net charge = +1
E_HOMO = -11.34 eV
orbital gap = 8.22 eV

```
72
C23H32BN3O12P (ωB97M-V/def2-TZVPD)
C -1.67 0.73 -1.90
C -0.17 0.86 -2.22
C 0.32 -0.52 -2.74
C 1.78 -0.81 -2.48
O 2.14 -0.83 -1.05
C 1.58 -1.84 -0.40
N 1.74 -3.19 -0.69
C 1.07 -3.93 0.18
P 1.10 -5.79 0.16
O 0.05 -6.40 0.98
N 0.46 -3.12 1.02
C -0.41 -3.54 2.12
C -1.85 -3.57 1.58
O -1.94 -4.43 0.46
C 0.78 -1.82 0.67
B 0.26 -0.56 1.52
O -1.06 -0.18 1.53
N 1.23 0.17 2.34
C 1.86 1.28 1.56
C 2.28 -0.74 2.85
H -1.78 0.34 -0.88
H -2.16 -0.01 -2.54
H -2.19 1.69 -1.92
H 0.42 1.20 -1.37
H -0.10 1.60 -3.02
H 0.14 -0.51 -3.82
H -0.31 -1.33 -2.35
H 2.04 -1.79 -2.88
H 2.45 -0.08 -2.94
H 2.32 -3.54 -1.44
H 1.01 -6.14 -1.21
H 2.40 -6.11 0.61
H -0.07 -4.53 2.43
H -0.37 -2.87 2.98
H -2.54 -3.83 2.39
H -2.13 -2.57 1.21
H -2.47 -5.20 0.70
H -1.07 0.78 1.43
H 1.51 2.25 1.93
H 2.94 1.20 1.69
H 1.59 1.24 0.50
H 1.80 -1.60 3.30
H 2.86 -0.18 3.58
H 3.01 -1.03 2.07
C 6.18 3.95 2.36
C 4.99 3.78 2.94
C 4.07 4.94 3.21
O 2.99 4.70 3.72
C 4.52 6.27 2.85
C 5.71 6.44 2.27
C 6.62 5.29 1.98
O 7.69 5.50 1.44
O 6.17 7.64 1.93
O 4.53 2.58 3.31
H 6.85 3.12 2.16
H 3.85 7.10 3.06
H 7.05 7.50 1.53
H 3.65 2.75 3.70
C -6.05 -1.44 -3.24
C -7.29 -1.42 -2.72
C -8.02 -0.13 -2.48
O -9.14 -0.18 -2.02
C -7.34 1.12 -2.81
C -6.11 1.09 -3.33
C -5.39 -0.20 -3.59
O -4.27 -0.16 -4.08
O -5.44 2.20 -3.65
O -7.94 -2.53 -2.38
H -5.52 -2.37 -3.42
H -7.87 2.04 -2.63
H -4.58 1.90 -4.01
H -8.80 -2.23 -2.03
```

---

ORCA calculation (ωB97M-V/def2-TZVPD) on a structure of composition C23H32BN8ORu.

Computed properties:
multiplicity = 6
ΔE to the lowest compared entry with this formula, charge and spin = 0.00 kcal per mole
E = -41585.576 eV
net charge = +2
E_HOMO (spin up / spin down) = -14.44 / -14.29 eV
⟨S²⟩ = 8.760
orbital gap (spin up / spin down) = 9.00 / 6.35 eV

```
66
C23H32BN8ORu (ωB97M-V/def2-TZVPD)
Ru -0.10 -0.09 0.43
C -1.30 -1.63 3.53
C -0.29 -0.54 3.62
C 0.30 0.04 4.73
C 1.19 1.00 4.24
C 2.07 1.92 5.01
N 1.13 0.97 2.90
N 0.23 0.03 2.51
B 1.89 1.83 1.85
N 0.87 2.66 1.02
N -0.09 2.06 0.25
C -0.76 3.03 -0.40
C -1.87 2.73 -1.34
C -0.24 4.26 -0.02
C 0.79 3.99 0.87
C 1.69 4.95 1.57
N 2.67 0.89 0.89
N 2.03 0.03 0.05
C 2.96 -0.56 -0.73
C 2.60 -1.53 -1.80
C 4.21 -0.09 -0.36
C 3.99 0.83 0.66
C 5.00 1.64 1.40
H -2.13 -1.44 4.21
H -0.87 -2.59 3.80
H -1.70 -1.70 2.51
H 0.10 -0.18 5.77
H 1.93 1.75 6.07
H 1.84 2.96 4.79
H 3.12 1.75 4.77
H 2.64 2.56 2.41
H -1.90 1.67 -1.59
H -1.74 3.30 -2.26
H -2.83 3.01 -0.91
H -0.56 5.23 -0.36
H 1.40 5.97 1.30
H 2.73 4.80 1.29
H 1.61 4.85 2.65
H 1.53 -1.50 -2.01
H 2.87 -2.55 -1.52
H 3.13 -1.29 -2.72
H 5.16 -0.36 -0.79
H 6.00 1.37 1.08
H 4.93 1.48 2.48
H 4.86 2.71 1.21
C -4.49 -0.87 0.38
C -3.16 -1.10 -0.25
O -2.22 -0.30 -0.02
N -2.99 -2.13 -1.06
C -1.72 -2.40 -1.74
C -0.74 -3.13 -0.86
C -0.60 -4.50 -0.94
C 0.31 -5.15 -0.11
C 1.05 -4.39 0.79
C 0.85 -3.02 0.81
N -0.02 -2.40 0.01
H -4.79 0.16 0.20
H -4.40 -1.01 1.46
H -5.26 -1.55 0.00
H -3.77 -2.74 -1.23
H -1.31 -1.45 -2.08
H -1.94 -3.00 -2.62
H -1.18 -5.06 -1.66
H 0.43 -6.22 -0.16
H 1.76 -4.85 1.46
H 1.43 -2.39 1.48
```

---

ORCA calculation (ωB97M-V/def2-TZVPD) on a structure of composition C23H32Br22N4O5P at a distorted geometry.

Computed properties:
E = -1590762.440 eV
net charge = +1
E_HOMO = -9.87 eV
orbital gap = 5.89 eV

```
87
C23H32Br22N4O5P (ωB97M-V/def2-TZVPD)
C -0.01 -1.11 1.77
C 0.97 -0.70 0.49
C 1.90 -1.90 -0.07
C 1.44 -2.66 -1.43
N 1.28 -1.77 -2.66
C 1.37 -2.67 -3.88
O 1.08 -1.80 -5.06
N 2.21 -1.40 -5.66
O 2.29 -0.18 -5.73
C 0.04 -3.68 -3.76
P 0.22 -4.89 -5.28
N -0.74 -4.50 -6.52
N 0.09 -4.55 -2.54
C 0.17 -3.73 -1.24
Br -1.62 -2.82 -1.10
C 0.44 -4.87 -0.09
C 0.06 -4.48 1.44
O -1.12 -4.13 1.94
O 1.17 -4.61 2.45
O 0.11 0.00 -0.47
C -0.24 1.36 -0.04
C -1.89 1.45 -0.10
C -2.92 0.82 1.01
C -4.56 0.98 0.78
C -5.20 1.74 -0.56
C -4.17 2.37 -1.68
C -2.53 2.21 -1.41
H 0.51 -1.82 2.54
H -0.18 -0.08 2.35
H -1.08 -1.46 1.45
H 1.70 0.13 0.93
H 2.12 -2.73 0.75
H 2.98 -1.43 -0.30
H 2.35 -3.38 -1.72
H 0.32 -1.31 -2.72
H 2.07 -1.08 -2.67
H 2.38 -3.26 -3.98
H -0.97 -3.12 -3.95
H 0.01 -6.25 -4.78
H 1.63 -4.85 -5.69
H -0.07 -4.31 -7.32
H 0.91 -5.20 -2.58
H 1.58 -5.19 -0.20
H -0.20 -5.82 -0.39
H 1.58 -3.71 2.62
H 0.18 2.13 -0.81
H 0.15 1.66 1.02
H -2.52 0.24 1.97
H -5.36 0.53 1.53
H -6.35 1.84 -0.77
H -4.51 2.91 -2.66
H -1.78 2.66 -2.23
C 4.04 -2.18 4.74
Br 2.72 -1.40 3.55
Br 3.28 -2.60 6.48
Br 4.92 -3.72 3.95
H 4.81 -1.42 4.91
C -6.93 -1.64 -1.98
Br -7.79 -3.28 -1.37
Br -8.08 -0.63 -3.19
Br -6.31 -0.55 -0.49
H -6.05 -1.94 -2.55
C 4.73 -4.82 -7.57
Br 3.98 -5.60 -9.18
Br 3.40 -3.82 -6.55
Br 5.63 -6.15 -6.47
H 5.49 -4.10 -7.89
C -7.01 2.34 4.45
Br -7.59 4.13 3.94
Br -7.16 1.08 2.98
Br -5.23 2.35 5.22
H -7.70 2.00 5.23
C 1.21 4.27 2.99
Br 1.84 3.23 4.50
Br 2.65 4.68 1.74
Br -0.30 3.43 2.10
H 0.85 5.23 3.39
C 3.70 8.56 4.01
Br 2.14 7.83 4.91
Br 5.34 7.67 4.57
Br 3.50 8.55 2.08
H 3.79 9.61 4.32
C 2.98 11.58 6.87
Br 1.41 10.85 7.77
Br 4.62 10.69 7.43
Br 2.77 11.57 4.94
H 3.06 12.62 7.18
```